1.
Computed, not measured: C55H51N5O4P2ReS as an isolated structure in a non-equilibrium geometry, with wB97M-V/def2-TZVPD.

```
! wB97M-V def2-TZVPD RIJCOSX def2/J DEFGRID3
* xyz 2 2
Re -0.17 0.62 0.36
O 1.74 0.32 3.10
S 1.91 0.29 1.64
C 2.74 -1.20 1.14
C 4.03 -1.44 1.60
C 4.68 -2.58 1.17
C 4.05 -3.45 0.29
C 2.75 -3.22 -0.12
C 2.06 -2.08 0.32
P 0.27 -1.85 0.00
C 0.06 -2.81 -1.53
C -0.23 -4.18 -1.47
C -0.27 -4.93 -2.64
C -0.01 -4.33 -3.87
C 0.30 -2.98 -3.92
C 0.34 -2.22 -2.76
C -0.43 -2.96 1.28
C -1.70 -3.49 1.05
C -2.18 -4.50 1.86
C -1.44 -4.95 2.95
C -0.20 -4.39 3.21
C 0.32 -3.42 2.36
C 3.11 1.52 1.21
C 4.08 1.84 2.16
C 5.19 2.55 1.72
C 5.33 2.85 0.37
C 4.33 2.54 -0.55
C 3.16 1.92 -0.11
P 1.64 1.70 -1.08
C 1.14 3.39 -1.57
C -0.17 3.82 -1.42
C -0.55 5.10 -1.80
C 0.39 5.96 -2.35
C 1.70 5.54 -2.52
C 2.07 4.26 -2.14
C 2.25 0.92 -2.59
C 3.07 -0.20 -2.48
C 3.58 -0.81 -3.62
C 3.28 -0.29 -4.87
C 2.49 0.85 -4.98
C 1.97 1.45 -3.85
H 4.52 -0.75 2.27
H 5.69 -2.78 1.51
H 4.57 -4.33 -0.06
H 2.26 -3.92 -0.78
H -0.42 -4.67 -0.53
H -0.49 -5.98 -2.58
H -0.05 -4.91 -4.77
H 0.51 -2.51 -4.87
H 0.62 -1.19 -2.81
H -2.27 -3.19 0.18
H -3.14 -4.96 1.64
H -1.82 -5.74 3.58
H 0.39 -4.74 4.05
H 1.31 -3.04 2.55
H 3.96 1.53 3.19
H 5.96 2.83 2.42
H 6.23 3.34 0.02
H 4.47 2.79 -1.59
H -0.91 3.16 -1.01
H -1.57 5.42 -1.68
H 0.10 6.96 -2.65
H 2.43 6.20 -2.97
H 3.09 3.95 -2.32
H 3.33 -0.60 -1.51
H 4.21 -1.68 -3.52
H 3.69 -0.76 -5.76
H 2.27 1.26 -5.96
H 1.35 2.33 -3.95
O -4.70 0.19 -2.68
C -3.74 -0.04 -3.59
C -4.16 -0.45 -4.85
C -3.24 -0.65 -5.86
C -1.88 -0.45 -5.64
C -1.46 -0.08 -4.38
C -2.36 0.13 -3.33
C -1.90 0.54 -2.01
O -0.62 0.38 -1.65
N -2.73 1.07 -1.17
N -2.04 1.43 -0.01
C -2.67 2.30 0.72
C -2.16 2.96 1.87
C -3.04 3.75 2.64
C -2.57 4.47 3.71
C -1.19 4.46 3.99
C -0.31 3.72 3.23
C -0.79 2.95 2.16
O 0.08 2.29 1.42
H -4.32 0.62 -1.90
H -5.22 -0.59 -5.02
H -3.59 -0.96 -6.84
H -1.16 -0.59 -6.43
H -0.41 0.07 -4.19
H -3.67 2.56 0.37
H -4.09 3.77 2.39
H -3.24 5.07 4.31
H -0.82 5.04 4.82
H 0.75 3.72 3.43
C -3.65 -0.83 1.38
N -3.03 -1.12 2.66
C -3.73 -2.12 3.48
C -1.87 -0.56 3.07
N -0.98 0.07 2.30
N -1.62 -0.65 4.42
C -2.63 -0.17 5.37
C -0.27 -0.60 4.94
H -4.49 -1.52 1.27
H -2.98 -0.98 0.55
H -4.05 0.18 1.36
H -4.11 -2.89 2.81
H -4.57 -1.68 4.02
H -3.04 -2.57 4.18
H -0.29 0.45 2.95
H -3.52 0.17 4.85
H -2.22 0.69 5.91
H -2.90 -0.94 6.09
H 0.42 -1.11 4.28
H -0.26 -1.11 5.90
H 0.08 0.43 5.10
*
```

Output
HOMO energy (spin up / spin down): -12.4 / -12.5 eV

2.
Computed, not measured: an isolated ion of composition C7H13N2S and charge +1 in a non-equilibrium geometry, with wB97M-V/def2-TZVPD.

```
! wB97M-V def2-TZVPD RIJCOSX def2/J DEFGRID3
* xyz 1 1
C 0.99 1.68 -0.17
C -0.16 0.71 -0.25
C -1.57 1.40 -0.13
N -0.08 -0.56 -1.12
C 0.56 -1.19 -2.01
N 1.26 -2.28 -1.58
S 1.61 -2.78 0.02
C 1.32 -1.21 0.82
C -0.06 -0.68 0.35
C -1.39 -1.29 0.88
H 0.94 2.38 -1.00
H 1.97 1.25 -0.16
H 0.89 2.02 0.80
H -1.68 1.45 0.91
H -2.35 0.97 -0.61
H -1.53 2.41 -0.52
H 0.77 -0.80 -2.95
H 1.67 -3.02 -2.18
H 2.04 -0.38 0.44
H 1.21 -1.21 1.90
H -1.91 -0.74 1.65
H -1.00 -2.29 1.34
H -2.08 -1.41 0.04
*
```

Output
HOMO energy (spin up / spin down): -12.9 / -12.9 eV
SMILES string: CC1(C)N2C=[NH+]SC[C@]21C

3.
Computed, not measured: C8H8 in the gas phase in a non-equilibrium geometry, with wB97M-V/def2-TZVPD.

```
! wB97M-V def2-TZVPD RIJCOSX def2/J DEFGRID3
* xyz 0 1
C -1.57 1.57 -0.05
C -0.48 0.77 -0.04
C 0.82 1.31 0.09
C 1.93 0.63 -0.01
C 1.90 -0.84 -0.05
C 0.66 -1.35 0.01
C -0.57 -0.70 -0.04
C -1.77 -1.48 0.03
H -1.33 2.67 -0.13
H -2.58 1.19 -0.02
H 0.88 2.45 0.19
H 2.88 1.18 0.05
H 2.85 -1.37 -0.18
H 0.65 -2.47 -0.07
H -2.77 -1.09 -0.12
H -1.50 -2.47 0.34
*
```

Output
HOMO energy: -7.5 eV
SMILES string: C=c1ccccc1=C

4.
Computed, not measured: C6H9N in the gas phase, with wB97M-V/def2-TZVPD.

```
! wB97M-V def2-TZVPD RIJCOSX def2/J DEFGRID3
* xyz 0 1
C -1.22 2.95 0.82
C -0.39 1.75 0.45
C 1.60 -1.56 -0.39
C 0.59 -0.80 -0.70
C 1.45 -2.87 0.34
C -0.49 -0.15 -1.06
N -1.05 0.99 -0.41
H -1.99 2.67 1.55
H -0.60 3.73 1.28
H -1.74 3.39 -0.05
H 2.61 -1.25 -0.69
H 0.41 -3.20 0.29
H 1.72 -2.79 1.40
H 2.08 -3.64 -0.12
H -1.00 -0.44 -1.97
H -1.99 1.22 -0.74
*
```

Output
HOMO energy: -8.1 eV

Energy relative to the best compared isomer or geometry (same formula, charge and spin) list, top to bottom, in kJ/mol: 71.7; 316.6; 197.5; 384.8
E list, top to bottom, in a.u.: -3859.9779; -781.8921; -309.5386; -288.6355